(1)
Density functional theory data (ωB97M-V with the def2-TZVPD basis set) for a 3-piece molecular cluster, C28H53BBrClF3N2O12P3 overall in a non-equilibrium geometry.

The geometry in XYZ format:
```
104
Properties=species:S:1:pos:R:3
C 1.687 0.210 -4.145
B 1.787 0.394 -2.581
O 1.660 1.643 -2.078
C 2.094 -0.886 -1.611
Cl 2.091 -2.375 -2.626
C 3.589 -0.702 -1.208
C 3.850 0.500 -0.275
C 4.634 1.654 -0.904
F 5.898 1.687 -0.408
F 4.088 2.838 -0.582
F 4.746 1.594 -2.236
O 1.403 -0.911 -0.385
C 0.193 -1.562 -0.186
Br -0.294 -0.982 1.676
C 0.311 -3.097 -0.025
C 1.359 -3.534 0.757
C 1.498 -4.891 0.930
C 0.563 -5.664 0.284
C -0.464 -5.144 -0.451
N -0.605 -3.828 -0.614
C -1.054 -1.120 -1.013
C -1.346 0.408 -0.872
C -2.250 0.952 -1.993
C -1.530 1.346 -3.284
C -2.459 2.124 -4.256
N -1.864 3.350 -4.804
C -1.847 4.449 -3.845
C -0.625 3.142 -5.437
C -0.557 2.321 -6.719
O 0.412 3.603 -4.976
O -1.008 -1.538 -2.358
C -2.188 -2.175 -2.831
P -1.959 -3.556 -4.064
C -2.452 -5.188 -3.333
C -0.251 -3.607 -4.750
H 2.573 -0.254 -4.587
H 0.821 -0.423 -4.360
H 1.531 1.190 -4.608
H 1.571 1.658 -1.116
H 4.206 -0.711 -2.107
H 3.859 -1.604 -0.650
H 2.958 0.919 0.190
H 4.470 0.136 0.545
H 2.048 -2.844 1.223
H 2.288 -5.316 1.533
H 0.639 -6.746 0.361
H -1.155 -5.830 -0.925
H -1.887 -1.587 -0.479
H -0.440 0.998 -0.728
H -1.933 0.543 0.037
H -2.668 1.883 -1.586
H -3.119 0.309 -2.160
H -0.739 2.046 -3.001
H -1.142 0.477 -3.814
H -2.715 1.471 -5.096
H -3.395 2.419 -3.772
H -2.869 4.849 -3.804
H -1.214 5.273 -4.158
H -1.616 4.117 -2.825
H -1.111 1.386 -6.585
H 0.482 2.042 -6.869
H -0.957 2.914 -7.541
H -2.770 -1.423 -3.374
H -2.847 -2.573 -2.049
H -1.727 -5.991 -3.488
H -2.715 -5.036 -2.282
H -3.365 -5.492 -3.845
H -0.296 -4.227 -5.647
H 0.173 -2.628 -4.959
H 0.406 -4.130 -4.044
C -2.186 -1.474 4.349
O -3.234 -0.923 5.162
P -2.950 0.565 5.611
O -2.545 1.457 4.531
O -1.873 0.422 6.778
C -2.089 -0.548 7.808
O -4.286 0.960 6.357
C -4.455 2.342 6.705
H -2.032 -2.514 4.630
H -2.484 -1.422 3.306
H -1.250 -0.930 4.485
H -1.534 -1.455 7.569
H -3.145 -0.790 7.923
H -1.716 -0.138 8.744
H -3.499 2.859 6.779
H -4.958 2.389 7.668
H -5.072 2.828 5.952
C 0.038 1.706 4.329
O 1.243 2.497 4.467
P 2.230 2.482 3.236
O 1.633 2.698 1.921
O 2.996 1.084 3.348
C 3.500 0.673 4.619
O 3.303 3.557 3.688
C 4.260 3.973 2.704
H -0.158 1.207 5.271
H -0.785 2.351 4.080
H 0.158 0.951 3.548
H 2.784 -0.001 5.089
H 3.682 1.522 5.278
H 4.437 0.143 4.460
H 4.386 3.225 1.921
H 5.214 4.126 3.203
H 3.932 4.911 2.259
```

**M**: 885.82 g mol⁻¹
**LUMO level**: 0.32 eV
**SMILES string**: CB(O)[C@@](Cl)(CCC(F)(F)F)O[C@](Br)(c1ccccn1)[C@@H](CCCCN(C)C(C)=O)OCP(C)C.COP(=O)(OC)OC.COP(=O)(OC)OC
**Charge**: 0
**Energy**: -6494.02774 Eh
**Largest force on an atom**: 2.3 eV/A
**HOMO energy**: -0.2716 Ha


(2)
Density functional theory data (ωB97M-V with the def2-TZVPD basis set) for a 10-piece molecular cluster, C28H53Br18N3O overall in a non-equilibrium geometry.

The geometry in XYZ format:
```
103
Properties=species:S:1:pos:R:3
C -3.026 0.528 -7.881
C -1.538 0.274 -7.368
C -0.654 -0.294 -8.563
N 0.730 -0.560 -8.115
C 0.803 -1.675 -7.160
C 1.629 -2.883 -7.696
N 2.390 -3.566 -8.243
C 1.618 -1.128 -5.871
C 1.461 -2.109 -4.697
N 1.132 -2.828 -3.852
O 1.265 0.218 -5.675
C 0.732 0.566 -4.395
C 1.838 0.795 -3.255
C 1.669 -0.157 -1.997
H -3.765 -0.023 -7.232
H -3.108 0.071 -8.914
H -3.285 1.615 -7.963
H -1.096 1.213 -6.930
H -1.615 -0.460 -6.517
H -0.672 0.468 -9.393
H -1.153 -1.248 -8.930
H 1.380 -0.697 -8.890
H -0.209 -2.048 -6.849
H 2.705 -1.159 -6.191
H 0.273 1.595 -4.526
H -0.128 -0.074 -4.041
H 2.882 0.744 -3.686
H 1.744 1.853 -2.863
H 1.936 0.435 -1.075
H 2.445 -0.977 -2.073
H 0.652 -0.616 -1.902
Br -2.076 -0.818 -2.570
C -2.558 -2.234 -1.320
C -3.060 -1.667 -0.018
Br -1.588 -1.017 1.083
H -1.681 -2.868 -1.204
H -3.346 -2.797 -1.821
H -3.539 -2.444 0.579
H -3.751 -0.836 -0.148
Br 2.084 -3.999 -0.516
C 3.855 -3.855 0.282
C 4.137 -2.447 0.738
Br 4.573 -1.289 -0.767
H 4.566 -4.218 -0.457
H 3.841 -4.536 1.132
H 5.016 -2.421 1.382
H 3.298 -1.988 1.258
Br -2.888 2.569 1.758
C -2.390 2.875 3.617
C -0.961 3.336 3.733
Br 0.284 1.852 3.505
H -2.587 1.950 4.155
H -3.071 3.649 3.971
H -0.763 3.721 4.733
H -0.691 4.092 2.997
Br -1.710 -0.345 9.666
C -1.145 -0.161 7.810
C -0.390 1.124 7.590
Br -1.598 2.652 7.511
H -2.040 -0.243 7.197
H -0.501 -1.020 7.622
H 0.114 1.112 6.623
H 0.337 1.335 8.372
Br -1.160 6.240 5.893
C -0.665 6.536 7.754
C 0.764 6.996 7.874
Br 2.007 5.514 7.639
H -0.864 5.607 8.286
H -1.347 7.307 8.111
H 0.962 7.376 8.876
H 1.035 7.755 7.143
Br 4.839 -6.200 3.659
C 3.811 -7.623 2.812
C 4.711 -8.713 2.290
Br 5.585 -8.175 0.633
H 3.205 -7.158 2.036
H 3.159 -8.007 3.596
H 4.131 -9.598 2.031
H 5.498 -8.991 2.988
Br 5.648 5.214 10.711
C 6.212 5.400 8.855
C 6.972 6.684 8.639
Br 5.769 8.216 8.564
H 5.316 5.322 8.241
H 6.854 4.539 8.666
H 7.477 6.673 7.673
H 7.698 6.889 9.422
Br -6.384 -2.660 -2.825
C -6.074 -3.930 -4.270
C -5.793 -5.311 -3.737
Br -3.974 -5.449 -3.050
H -5.262 -3.530 -4.875
H -6.994 -3.924 -4.854
H -5.850 -6.050 -4.536
H -6.460 -5.604 -2.929
Br -3.010 2.373 -4.438
C -4.925 2.384 -4.078
C -5.245 3.161 -2.827
Br -4.817 2.138 -1.226
H -5.244 1.344 -4.032
H -5.375 2.860 -4.950
H -6.315 3.357 -2.761
H -4.703 4.102 -2.756
```

**M**: 1886.02 g mol⁻¹
**LUMO level**: 0.30 eV
**ΔE to the lowest compared entry with this formula, charge and spin**: 31.6 kcal per mole
**SMILES string**: CCCN[C@@H](C#N)[C@H](C#N)OCCC.BrCCBr.BrCCBr.BrCCBr.BrCCBr.BrCCBr.BrCCBr.BrCCBr.BrCCBr.BrCCBr
**Charge**: 0
**Energy**: -47670.36412 Eh
**Largest force on an atom**: 2.3 eV/A
**HOMO energy**: -0.3443 Ha


(3)
Density functional theory data (ωB97M-V with the def2-TZVPD basis set) for C28H53CdGe2O4SbSe4Si as an isolated structure in a non-equilibrium geometry.

The geometry in XYZ format:
```
94
Properties=species:S:1:pos:R:3
Cd -0.489 0.082 -0.506
C -4.854 3.035 -1.414
C -3.642 2.194 -1.809
Ge -2.763 1.350 -0.245
C -4.129 0.582 0.960
C -3.458 -0.138 2.127
C -2.215 2.896 0.846
C -1.026 3.498 0.989
Ge 0.636 2.802 0.116
C 1.406 1.351 1.281
C 1.794 1.977 2.623
C 2.111 4.063 -0.299
C 2.815 5.081 0.588
C -0.954 4.695 1.872
C -2.061 5.544 2.005
C -2.039 6.640 2.850
C -0.901 6.940 3.588
C 0.214 6.129 3.451
C 0.183 5.033 2.601
H -5.295 3.545 -2.276
H -4.580 3.805 -0.689
H -5.636 2.422 -0.958
H -2.870 2.807 -2.278
H -3.913 1.428 -2.538
H -4.771 -0.106 0.403
H -4.768 1.394 1.323
H -2.851 -0.972 1.764
H -4.174 -0.531 2.856
H -2.778 0.534 2.660
H -3.028 3.320 1.451
H 2.289 0.980 0.753
H 0.753 0.494 1.488
H 2.482 2.811 2.482
H 2.298 1.257 3.276
H 0.915 2.342 3.160
H 1.730 4.573 -1.188
H 2.856 3.361 -0.699
H 2.162 5.897 0.893
H 3.638 5.520 0.019
H 3.249 4.642 1.491
H -2.946 5.360 1.408
H -2.914 7.277 2.917
H -0.881 7.802 4.243
H 1.123 6.349 3.999
H 1.065 4.425 2.511
Se 4.547 2.334 -2.503
Sb 2.557 2.884 -3.744
Se 0.374 2.008 -2.175
Se 2.080 5.223 -4.037
Se 2.018 1.455 -5.586
C -0.942 -4.629 -3.302
C -0.947 -5.039 -1.832
C -0.623 -6.521 -1.687
C -2.297 -4.717 -1.196
O 0.102 -4.355 -1.134
Si 0.203 -2.719 -0.906
O -0.882 -1.833 -1.623
O 1.743 -2.222 -1.157
C 2.810 -2.471 -2.076
C 4.078 -1.983 -1.389
C 2.542 -1.672 -3.346
C 2.913 -3.962 -2.387
O 0.019 -2.378 0.737
C 0.511 -3.053 1.890
C 1.969 -3.463 1.705
C 0.384 -2.069 3.047
C -0.358 -4.282 2.151
H -1.763 -5.115 -3.835
H -0.003 -4.925 -3.775
H -1.059 -3.547 -3.381
H -1.364 -7.134 -2.206
H -0.613 -6.800 -0.631
H 0.363 -6.725 -2.108
H -3.098 -5.252 -1.714
H -2.485 -3.644 -1.262
H -2.302 -5.017 -0.147
H 3.944 -0.947 -1.076
H 4.923 -2.015 -2.080
H 4.305 -2.603 -0.517
H 2.591 -0.602 -3.148
H 1.546 -1.899 -3.732
H 3.279 -1.898 -4.120
H 3.121 -4.536 -1.481
H 3.720 -4.129 -3.104
H 1.984 -4.331 -2.820
H 2.580 -2.588 1.482
H 2.066 -4.162 0.873
H 2.347 -3.945 2.611
H 1.046 -1.216 2.890
H 0.651 -2.543 3.994
H -0.643 -1.704 3.111
H -0.293 -4.965 1.304
H -1.399 -3.978 2.277
H -0.030 -4.803 3.054
```

**M**: 1177.05 g mol⁻¹
**LUMO level**: 3.89 eV
**ΔE to the lowest compared entry with this formula, charge and spin**: 16.1 kcal per mole
**Charge**: -2
**Energy**: -15857.05205 Eh
**Largest force on an atom**: 1.8 eV/A
**HOMO energy**: -0.0664 Ha